The following is a quantum chemistry calculation of the ion C3H4NS3 with charge -1, from the OMol25 dataset.

Geometry as XYZ:
```
11
Properties=species:S:1:pos:R:3:mulliken_charge:R:1
C -1.42681 -0.57907 -0.63875 -1.050
C -0.01809 0.25915 -1.31206 0.178
S -0.06481 0.55255 -2.95514 -0.463
N 0.87258 0.42615 -0.46945 -0.302
C 1.08460 0.54542 0.79930 0.247
S 0.17622 1.51592 1.85380 -0.421
S 2.51809 -0.41543 1.45743 -0.279
H -2.07171 -0.79668 -1.40590 0.352
H -1.19226 -1.42309 0.00009 0.286
H -1.77170 0.16599 -0.00306 0.317
H 1.89390 -0.25092 2.67375 0.134
```

Results
- ΔE to the lowest compared entry with this formula, charge and spin (kJ/mol) = 35.0
- charge = -1
- molar mass (g mol⁻¹) = 150.27
- SMILES = CC(=S)/N=C(\[S-])S
- total energy (Eh) = -1366.055984
- LUMO (eV) = 3.1


The following is a quantum chemistry calculation of a structure of composition C52H69BrN2OSSi2, from the OMol25 dataset.

Geometry as XYZ:
```
128
Properties=species:S:1:pos:R:3:mulliken_charge:R:1
C 4.09746 -2.97553 2.37301 -0.979
N 5.08506 -2.26114 1.57514 -0.264
C 5.08041 -2.70038 0.17564 -0.731
Si 3.85254 -1.84890 -0.96308 0.306
O 3.85198 -0.19374 -0.83528 0.096
Si 2.57538 0.70316 -0.25888 -0.123
S 2.24964 0.15332 1.78571 -0.392
C 1.01843 0.39470 -1.24058 -0.762
C -0.14880 -0.27579 -0.48369 0.226
C -1.51872 0.38756 -0.71200 -0.361
C -2.44076 0.29467 0.50282 0.149
C -2.69675 -1.14252 0.98093 -0.245
N -1.87424 -1.58659 2.12050 -0.547
C 3.13130 2.50050 -0.36238 0.042
C 2.53277 3.45762 0.66024 0.019
C 2.89059 4.91363 0.37967 -1.295
Br 0.56962 3.31345 0.71620 -0.160
H 4.34908 -4.03348 2.52428 0.367
H 3.12851 -2.92880 1.87726 0.329
H 3.98438 -2.50299 3.34903 0.286
H 6.00346 -2.43737 1.95548 0.262
H 6.07499 -2.54604 -0.24995 0.445
H 4.88185 -3.78320 0.08403 0.374
H 4.27252 -2.18146 -2.34265 -0.210
H 2.48582 -2.39444 -0.77454 -0.169
H 3.54822 0.03108 2.08425 0.103
H 1.26533 -0.19508 -2.12855 0.578
H 0.69453 1.37036 -1.61514 0.555
H 0.04738 -0.29821 0.58804 -0.626
H -0.21083 -1.32005 -0.79385 0.358
H -2.01942 -0.08247 -1.56489 -0.146
H -1.37904 1.43809 -0.97738 0.500
H -2.03365 0.88734 1.32799 0.467
H -3.40088 0.74752 0.23688 -0.678
H -3.74446 -1.22701 1.28191 -0.015
H -2.55431 -1.84581 0.15601 0.261
H -2.42875 -1.63574 2.96260 0.285
H -1.12754 -0.93304 2.31283 0.208
H 4.21561 2.52389 -0.22208 -0.484
H 2.93521 2.89800 -1.36472 0.491
H 2.84035 3.17624 1.66573 0.407
H 3.94273 4.98491 0.10051 0.323
H 2.28695 5.29940 -0.44299 0.358
H 2.69086 5.54128 1.24774 0.383
C 7.23410 3.30726 -2.24763 -0.424
C 6.89268 3.01684 -0.93284 -0.179
C 7.16336 3.93598 0.07272 -0.540
C 7.77945 5.14150 -0.23418 -0.505
C 8.11902 5.43076 -1.54812 -0.460
C 7.84531 4.51533 -2.55360 -0.525
H 7.02635 2.59615 -3.03417 0.386
H 6.41748 2.07456 -0.68646 0.612
H 6.90226 3.70844 1.09906 0.382
H 8.00037 5.85145 0.55281 0.386
H 8.60253 6.36934 -1.78720 0.442
H 8.11612 4.73879 -3.57725 0.405
C -8.62330 2.09670 1.01632 -0.487
C -7.79212 0.99617 0.85908 -0.478
C -6.52394 1.15726 0.31715 -0.363
C -6.08450 2.41887 -0.05995 -0.131
C -6.91578 3.51853 0.09796 -0.609
C -8.18543 3.35727 0.63480 -0.376
H -9.61308 1.97123 1.43598 0.373
H -8.13086 0.01135 1.15594 0.490
H -5.87526 0.29922 0.18754 0.436
H -5.09484 2.54433 -0.48145 0.358
H -6.57369 4.50184 -0.19753 0.378
H -8.83426 4.21511 0.75557 0.363
C 10.90444 3.35527 -0.60938 0.030
C 11.55550 2.14731 -0.81671 -0.604
C 12.84630 2.12947 -1.32692 -0.338
C 13.48954 3.32193 -1.62636 -0.405
C 12.84089 4.53085 -1.41577 -0.433
C 11.54875 4.54748 -0.90946 -0.364
H 9.89619 3.36823 -0.21713 0.359
H 11.05385 1.21712 -0.58139 0.374
H 13.35108 1.18617 -1.49170 0.366
H 14.49655 3.30948 -2.02300 0.357
H 13.34356 5.46119 -1.64747 0.360
H 11.04105 5.49003 -0.75049 0.343
C -7.38432 -1.67819 3.81360 -0.593
C -8.25497 -2.74786 3.96775 -0.383
C -7.80807 -4.04407 3.74976 -0.366
C -6.48979 -4.27025 3.37877 -0.657
C -5.61976 -3.19988 3.22426 -0.246
C -6.06698 -1.90490 3.44234 -0.242
H -7.73113 -0.66590 3.97935 0.426
H -9.28388 -2.57278 4.25539 0.479
H -8.49063 -4.87639 3.86650 0.474
H -6.14101 -5.28021 3.20645 0.374
H -4.59141 -3.37605 2.93268 0.335
H -5.38918 -1.06838 3.32054 0.416
C 4.76540 -0.42999 -5.10028 -0.482
C 5.68364 -0.18683 -4.08874 -0.216
C 7.02154 -0.50632 -4.27356 -0.562
C 7.44164 -1.06754 -5.47124 -0.408
C 6.52336 -1.31053 -6.48321 -0.402
C 5.18515 -0.99233 -6.29761 -0.380
H 3.72167 -0.18245 -4.95368 0.363
H 5.35216 0.24514 -3.15201 0.557
H 7.73750 -0.31477 -3.48405 0.450
H 8.48537 -1.31447 -5.61659 0.364
H 6.85108 -1.74728 -7.41766 0.359
H 4.46897 -1.18380 -7.08623 0.371
C -11.14606 -6.83414 6.04877 -0.395
C -10.25843 -5.78690 6.25235 -0.475
C -10.72992 -4.48407 6.33537 -0.294
C -12.08910 -4.22896 6.21888 -0.432
C -12.97678 -5.27650 6.01624 -0.380
C -12.50516 -6.57873 5.93016 -0.381
H -10.77860 -7.85006 5.98310 0.360
H -9.19828 -5.98498 6.34668 0.421
H -10.03609 -3.66769 6.49071 0.493
H -12.45691 -3.21314 6.28591 0.365
H -14.03680 -5.07779 5.92580 0.358
H -13.19722 -7.39535 5.77032 0.360
C -6.91787 -0.20189 -4.29337 -0.508
C -6.38833 -0.12460 -3.01274 -0.230
C -5.12092 -0.63035 -2.75745 0.119
C -4.38268 -1.21017 -3.77956 -0.446
C -4.91325 -1.28638 -5.05969 -0.489
C -6.18110 -0.78303 -5.31610 -0.399
H -7.90554 0.19274 -4.49399 0.373
H -6.95946 0.33151 -2.21570 0.311
H -4.70470 -0.57343 -1.75827 0.144
H -3.39419 -1.60369 -3.57837 0.403
H -4.33842 -1.73817 -5.85777 0.359
H -6.59502 -0.84392 -6.31439 0.363
```

Results
- molar mass (g mol⁻¹) = 906.28
- total energy (Eh) = -5758.898588
- LUMO (eV) = 0.5


The following is a quantum chemistry calculation of a cluster of 3 separate species, C2H11NO2 in total, from the OMol25 dataset.

Geometry as XYZ:
```
16
Properties=species:S:1:pos:R:3:lowdin_spin:R:1
C 0.21155 -0.15164 -1.78534 0.094
N -0.34167 -0.97072 -2.87933 0.688
C 0.06235 -2.39017 -2.85290 0.075
H -0.29858 0.79712 -1.68431 -0.001
H 1.27530 0.01899 -2.01744 0.023
H 0.37973 -0.78684 -0.90189 0.044
H -1.35995 -0.95300 -2.72161 0.016
H -0.10106 -2.85284 -3.83582 0.019
H 1.13711 -2.38019 -2.73088 0.000
H -0.56412 -2.97648 -2.17380 0.034
H 0.11862 0.32075 2.16749 0.000
H 0.64711 0.99935 0.88304 0.000
O 0.86316 0.35151 1.56145 0.006
H 0.14934 2.63251 5.07546 0.000
H -0.96822 3.02240 4.11567 0.000
O -0.79349 2.64646 4.97708 0.000
```

Results
- multiplicity = 2
- ΔE to the lowest compared entry with this formula, charge and spin (kJ/mol) = 95.2
- charge = +1
- molar mass (g mol⁻¹) = 81.12
- expectation value of S² = 0.754
- total energy (Eh) = -287.663508
- LUMO (alpha / beta) (eV) = -3.6 / -8.8


The following is a quantum chemistry calculation of a cluster of 2 separate species, C13H31BNO2 in total, from the OMol25 dataset.

Geometry as XYZ:
```
48
Properties=species:S:1:pos:R:3:mulliken_charge:R:1
C -4.99726 -1.20411 4.40554 -0.867
B -3.58635 -0.51026 4.11734 0.414
O -3.37839 0.66563 3.36968 -0.518
C -4.25504 0.79523 2.24798 -0.453
C -3.54478 1.52105 1.04724 0.398
C -3.06665 0.53303 -0.06229 -0.993
O -4.44863 2.41305 0.40577 -0.573
H -5.88400 -0.63385 4.06938 0.300
H -5.00353 -2.25182 4.03605 0.289
H -5.07787 -1.28497 5.51752 0.282
H -2.62325 -1.00853 4.62071 -0.108
H -4.72259 -0.15954 1.92538 0.325
H -5.07333 1.49214 2.55574 0.233
H -2.64576 2.07723 1.39000 0.117
H -3.05149 1.11205 -1.01440 0.284
H -3.75506 -0.31956 -0.19845 0.451
H -2.01990 0.22560 0.12661 0.075
H -4.79899 3.03310 1.04855 0.360
C 0.40757 2.21456 -1.75360 -1.091
C 0.78742 1.14517 -2.77147 -0.437
C 0.55546 -0.28321 -2.27843 -0.881
C 1.39575 -0.79426 -1.11605 -0.535
N 2.88730 -0.95837 -1.37897 0.500
C 3.65512 0.30644 -1.00013 -0.405
C 4.01246 0.10907 0.45650 -0.636
C 4.43615 -1.34634 0.49191 -0.582
C 3.45287 -2.04796 -0.43364 -0.507
C 3.18982 -1.35173 -2.79467 -1.264
H 1.04126 2.17425 -0.86360 0.253
H 0.51743 3.20476 -2.19660 0.398
H -0.63146 2.10170 -1.43833 0.185
H 1.82250 1.29415 -3.09375 0.197
H 0.17039 1.29200 -3.66107 0.474
H 0.64328 -0.96817 -3.12599 0.355
H -0.49110 -0.35971 -1.96656 0.459
H 1.02020 -1.78665 -0.86579 0.303
H 1.28506 -0.17005 -0.22866 0.330
H 4.55113 0.35006 -1.61935 0.427
H 3.03674 1.18173 -1.18395 0.132
H 3.14501 0.27694 1.09917 0.256
H 4.80615 0.78053 0.78117 0.436
H 4.41668 -1.76349 1.49792 0.351
H 5.45380 -1.45844 0.11069 0.310
H 2.62923 -2.49096 0.12162 0.304
H 3.93141 -2.81973 -1.03180 0.347
H 2.93807 -0.52714 -3.45651 0.354
H 2.61199 -2.24086 -3.03707 0.437
H 4.25519 -1.55976 -2.87135 0.515
```

Results
- charge = +1
- molar mass (g mol⁻¹) = 244.21
- total energy (Eh) = -743.786768
- LUMO (eV) = -2.4


The following is a quantum chemistry calculation of a structure of composition C20H31AsF6N3O4S2, from the OMol25 dataset.

Geometry as XYZ:
```
67
Properties=species:S:1:pos:R:3:mulliken_charge:R:1
As -27.23881 -15.89900 9.83542 2.123
F -25.72331 -15.10821 10.20171 -0.520
F -26.46327 -16.65364 8.47149 -0.431
F -28.77285 -16.68026 9.53057 -0.483
F -27.93474 -14.98943 11.16569 -0.535
F -27.79578 -14.57409 8.83212 -0.523
F -26.81847 -17.20436 10.91436 -0.622
C -33.71337 -17.33856 12.48666 -0.652
C -32.22206 -17.57263 12.49956 -0.782
C -31.64766 -16.73074 11.33556 -0.092
S -32.68780 -17.23759 10.00587 1.248
O -32.17222 -18.51198 9.52962 -0.678
O -32.97412 -16.20879 9.03290 -0.696
C -34.18956 -17.50272 11.02961 -0.793
H -33.99205 -16.32499 12.79501 0.265
H -34.33637 -17.94975 13.14145 0.371
H -31.94788 -18.60226 12.25613 0.343
H -31.76152 -17.31040 13.45048 0.425
H -30.65757 -17.06696 11.03213 -0.073
H -31.73115 -15.69306 11.65052 0.310
H -34.44406 -18.53810 10.79836 0.331
H -34.87685 -16.82637 10.52887 0.416
C -30.00190 -19.62919 6.64471 -0.638
C -28.85561 -19.10097 7.53244 -0.020
C -27.52018 -19.45485 6.90947 -0.777
S -27.80606 -19.19015 5.13945 1.100
O -26.93324 -20.03138 4.35412 -0.696
O -27.88419 -17.77650 4.87113 -0.624
C -29.47886 -19.86089 5.21832 -0.655
H -30.85983 -18.96308 6.60580 0.265
H -30.35748 -20.59884 6.99491 0.242
H -28.92898 -19.48467 8.55265 0.545
H -29.00581 -18.04274 7.73628 -0.185
H -27.23500 -20.49699 7.07246 0.357
H -26.65485 -18.89728 7.26665 0.304
H -29.40593 -20.91731 4.94894 0.337
H -30.07994 -19.47376 4.39455 0.431
N -23.67394 -18.27855 11.44561 -0.012
C -23.66668 -17.90066 10.11997 -0.333
C -23.08449 -18.90651 9.38640 -0.727
C -22.62584 -19.88167 10.32895 -0.448
C -23.19199 -19.55500 11.53635 -0.422
H -24.20106 -17.80083 12.15497 0.276
H -24.15178 -16.96092 9.91018 0.449
H -22.84904 -18.87628 8.33589 0.442
H -22.09474 -20.80728 10.17231 0.370
H -23.24133 -20.08967 12.47227 0.384
N -27.28143 -17.52430 13.68815 0.315
C -27.16823 -18.72828 14.33608 -0.546
C -27.33491 -18.49600 15.68004 -0.511
C -27.64019 -17.11966 15.84195 -0.471
C -27.54040 -16.54489 14.58727 -0.480
H -27.34049 -17.38667 12.68748 0.180
H -27.14204 -19.63038 13.74809 0.404
H -27.43126 -19.25482 16.44072 0.372
H -27.85878 -16.64632 16.78472 0.396
H -27.66339 -15.49597 14.37680 0.425
N -31.73674 -12.36136 8.33377 -0.004
C -31.89497 -11.46775 9.38256 -0.646
C -31.02468 -11.84678 10.37146 -0.909
C -30.31907 -13.01556 9.93606 0.168
C -30.89061 -13.34366 8.73887 -0.636
H -32.13736 -12.33290 7.41748 0.189
H -32.50032 -10.59266 9.21116 0.398
H -30.78432 -11.35242 11.29995 0.379
H -29.55239 -13.47299 10.53403 0.610
H -30.64801 -14.19290 8.11754 0.448
```

Results
- ΔE to the lowest compared entry with this formula, charge and spin (kJ/mol) = 0.0
- charge = -1
- molar mass (g mol⁻¹) = 630.53
- total energy (Eh) = -4877.438293
- LUMO (eV) = 2.2